(1)
Density functional theory data (ωB97M-V/def2-TZVPD) for a gas-phase ion, C3H7N2S (charge +1) in a non-equilibrium geometry.

Summary:
* LUMO: -5.40 eV
* ΔE to the lowest compared entry with this formula, charge and spin: 26.6 kcal per mole
* HOMO energy: -13.2 eV
* electronic energy: -625.929772 a.u.
* SMILES: C/C(N)=[NH+]/C=S
* total charge: +1

Last column: Löwdin charge in e.
CARTESIAN COORDINATES (ANGSTROEM)
C1 -0.3770 0.1017 0.0507  -0.26
H1 2.1226 1.2552 -0.4622  0.04
H2 0.6694 -1.2382 -1.0520  0.13
S1 3.1835 -0.6152 -1.3242  0.81
H3 -1.4808 -1.7961 -0.3326  0.10
N1 0.7952 -0.3697 -0.5630  0.02
H4 -2.4459 -0.3842 -0.1539  0.14
C2 1.9761 0.2754 -0.7011  -0.64
H5 0.3640 1.7137 1.1811  0.14
H6 -1.6415 -0.8691 1.3098  0.11
C3 -1.4882 -0.8733 0.2321  0.03
N2 -0.3970 1.1798 0.8087  0.23
H7 -1.2804 1.6200 1.0067  0.15

(2)
Density functional theory data (ωB97M-V/def2-TZVPD) for 2 unconnected molecules or ions with the total composition C3H12NO2.

Summary:
* LUMO: -3.32 eV
* ΔE to the lowest compared entry with this formula, charge and spin: 24.6 kcal per mole
* HOMO energy: -14.6 eV
* electronic energy: -326.473969 a.u.
* total charge: +1

Last column: Löwdin charge in e.
CARTESIAN COORDINATES (ANGSTROEM)
H1 1.0611 1.7586 -0.0056  0.17
C1 0.0348 0.6342 1.4503  -0.12
C2 -0.0330 -0.8277 1.8467  -0.27
H2 0.9783 -1.1712 2.1033  0.13
H3 -0.3081 0.9583 -3.5798  0.09
O1 0.4598 -0.3087 -2.1286  -0.15
H4 0.4049 1.2240 2.2867  0.14
H5 1.9215 0.4752 0.5274  0.17
H6 -1.1265 -1.8054 3.1194  0.11
H7 -0.9288 1.0261 1.1431  0.14
N1 0.9742 0.7884 0.2996  0.17
C3 -0.6804 0.2727 -2.8231  -0.07
H8 -0.3821 -1.4296 1.0029  0.13
H9 -1.2979 0.8250 -2.1141  0.08
H10 0.4263 -1.2687 -2.2257  0.11
H11 0.6779 0.2357 -0.5530  0.10
H12 -1.2821 -0.5007 -3.2898  0.09
O2 -0.8998 -0.8863 2.9401  -0.02

(3)
Density functional theory data (ωB97M-V/def2-TZVPD) for a molecular structure, C35H24BrClIMnO2P in a non-equilibrium geometry.

Summary:
* LUMO (spin up / spin down): -3.51 / -3.32 eV
* ΔE to the lowest compared entry with this formula, charge and spin: 0.0 kcal per mole
* HOMO energy (spin up / spin down): -10.6 / -10.7 eV
* electronic energy: -6322.659976 a.u.
* spin multiplicity: 5
* total charge: +1

Last column: Löwdin charge in e.
CARTESIAN COORDINATES (ANGSTROEM)
C1 2.0477 0.8820 -4.2452  -0.08
H1 3.8895 0.5924 -5.3951  0.13
C2 2.3222 -4.9923 -0.1987  -0.06
C3 -4.2731 3.6256 0.3273  0.00
C4 -3.1366 -3.4815 -0.0355  -0.01
C5 1.8464 -4.3183 0.8905  -0.06
H2 -6.1872 4.6379 0.7473  0.11
C6 -3.2767 6.2366 -0.0288  -0.10
C7 2.1204 -3.0423 -1.5385  -0.09
H3 -3.7899 -4.3445 0.0065  0.12
C8 -2.5193 -2.9186 3.6047  -0.06
C9 -2.9067 3.8396 0.0640  -0.12
H4 2.3062 -2.5335 -2.4925  0.11
H5 -4.7413 2.6356 0.5165  0.14
H6 4.3593 2.6678 3.1672  0.12
C10 -4.6366 5.9765 0.2678  -0.72
C11 3.1247 -0.1469 1.6299  -0.09
C12 1.4583 0.7609 -2.9690  -0.56
C13 -2.8435 -3.5095 2.4026  -0.03
C14 3.8647 0.6365 2.4794  -0.08
H7 -1.6679 -1.4549 -2.3392  0.10
C15 3.7584 2.0185 2.5168  -0.04
O1 -0.7114 2.7464 -0.1529  -0.14
C16 2.1681 0.4551 0.8092  -0.44
C17 4.1220 0.0565 -3.3345  -0.06
H8 -2.9141 7.2717 -0.1721  0.11
C18 -1.8635 -1.6776 3.5444  -0.18
C19 1.7119 -2.2782 -0.4231  -0.28
C20 -5.1296 4.7114 0.4842  -0.13
H9 1.4422 1.2225 -5.0400  0.09
H10 -3.1741 -4.5505 2.4113  0.12
C21 2.8818 2.6020 1.5832  -0.05
C22 -1.9177 -1.8507 -1.3513  -0.10
C23 -2.7016 -2.8520 1.1560  -0.15
C24 -2.6616 -3.0395 -1.2712  -0.05
H11 3.2235 -1.2229 1.6541  0.10
C25 1.5830 -2.9360 0.7819  -0.10
H12 1.4061 2.3515 0.0504  0.09
H13 -1.3847 -1.2448 4.4243  0.07
I1 -0.6510 0.8593 2.7532  1.16
H14 1.6322 -4.8370 1.8283  0.12
H15 -2.6914 -3.4398 4.5556  0.12
H16 -2.8052 -3.6193 -2.1564  0.10
C26 -1.9727 -1.5890 1.0711  -0.20
H17 4.4244 0.1182 3.2425  0.11
C27 3.5437 -0.1932 -2.0916  -0.05
H18 5.1773 -0.0958 -3.4360  0.11
C28 -1.9818 2.6984 -0.1930  -0.56
Cl1 -0.1956 1.3870 -2.8880  0.80
Br1 -5.8272 7.3857 0.2141  0.82
P1 1.2618 -0.4341 -0.4832  1.07
C29 2.0904 1.8282 0.7192  -0.15
O2 -2.5361 1.5376 -0.4566  -0.10
C30 3.4030 0.5671 -4.4113  -0.04
C31 2.4742 -4.3349 -1.4267  -0.07
H19 -1.4226 5.2882 -0.6550  0.13
C32 -2.4288 5.1509 -0.2345  0.00
C33 -1.6009 -1.0060 2.3385  -0.56
H20 3.9518 -0.7476 -1.2471  0.12
H21 2.7601 -4.8986 -2.2792  0.11
C34 2.1555 0.1111 -1.9394  -0.37
C35 -1.6105 -1.1321 -0.2172  -0.23
Mn1 -0.7816 0.6656 -0.3783  0.59
H22 1.2031 -2.3747 1.6460  0.11
H23 2.5397 -6.0758 -0.0797  0.13
H24 2.6892 3.6488 1.6726  0.10

(4)
Density functional theory data (ωB97M-V/def2-TZVPD) for a molecular structure, C36H69BF6N5O21S4 in a non-equilibrium geometry.

Summary:
* LUMO: 0.89 eV
* HOMO energy: -7.1 eV
* electronic energy: -5483.740240 a.u.
* total charge: -1

Last column: Löwdin charge in e.
CARTESIAN COORDINATES (ANGSTROEM)
H1 -9.3921 3.3225 0.6435  0.09
H2 1.5874 2.6436 -1.5142  0.11
H3 3.9351 -1.8644 5.9750  0.08
H4 -4.2294 -6.1729 4.2396  0.04
H5 -1.2940 -0.0779 -4.2036  0.10
H6 -7.1028 1.4636 3.2292  0.13
C1 3.9117 -8.7550 5.1435  -0.36
C2 2.9242 -8.0267 6.1413  -0.34
H7 -2.7005 -5.4630 4.4452  0.05
C3 9.4253 -5.2868 -2.4834  -0.04
C4 -9.7094 -2.3179 -4.1349  -0.40
C5 9.2101 2.0302 -6.5644  -0.50
O1 -6.4604 8.9437 2.6618  -0.59
H8 -1.5780 1.0694 1.8723  0.13
C6 5.7981 -4.1652 -5.2689  0.01
H9 -3.8552 7.9863 1.5971  0.05
H10 10.8166 0.7724 -6.0074  0.09
H11 4.6063 -2.9752 7.1005  0.09
F1 2.6228 8.9189 2.4259  0.10
O2 2.9709 -8.0919 7.3874  0.10
H12 -9.2948 -4.6557 -2.8349  0.09
H13 8.9211 -6.2467 -2.5951  0.07
O3 -0.2840 7.0731 -1.8179  -0.33
N1 0.3008 1.2634 -0.3100  -0.23
O4 -0.3577 -8.3315 1.6741  0.06
H14 -4.2686 -3.2102 1.2469  0.03
H15 3.8613 0.8645 8.7108  0.13
H16 -8.7936 -2.6495 -3.6217  0.13
C7 -3.9455 -4.1162 1.7596  -0.27
H17 -11.9615 -3.0805 -5.6990  0.10
C8 -1.7661 -1.8517 -2.9262  -0.09
F2 2.7937 7.2399 -3.9198  0.08
H18 -4.5049 -4.9188 1.2791  0.05
H19 5.1252 2.1051 -7.8353  0.07
C9 -0.5564 0.8456 -1.5006  -0.12
O5 7.5145 -4.3506 -3.7514  -0.02
H20 6.1565 2.9841 -6.5796  0.08
S1 2.2338 8.9391 -0.2337  0.52
H21 0.1685 3.1621 0.5452  0.13
O6 4.8215 -9.5129 5.4977  0.10
O7 0.9505 9.4365 0.2567  -0.34
H22 -10.3446 -5.3789 -3.9878  0.08
C10 6.4140 -3.6526 -4.0147  -0.52
H23 1.4343 1.2614 2.2306  0.13
H24 8.6210 -3.1488 -2.7345  0.12
O8 8.0713 1.2065 -6.5465  -0.04
O9 -3.4955 -2.6046 4.0130  -0.61
H25 6.7810 0.3398 -7.8522  0.11
C11 0.5507 0.6519 2.0413  -0.16
N2 -10.5655 -3.2744 -4.0110  -0.17
H26 -0.0873 -1.3097 -4.2560  0.10
H27 5.3984 1.3663 -6.3157  0.07
C12 1.6719 1.8703 -0.7507  0.05
B1 2.1728 -7.7575 3.9882  -0.84
O10 0.9346 -8.3781 3.4746  0.27
H28 -2.8713 -4.1490 1.5772  0.05
F3 4.3155 8.1924 1.2623  0.17
S2 0.8011 7.9236 -2.2074  0.66
H29 5.4399 0.3796 6.5321  0.08
O11 2.2850 -6.5691 3.0553  0.23
C13 1.4564 6.9814 -3.8276  -0.58
C14 -9.5791 1.6814 3.0676  -0.12
H30 -12.1738 -4.3252 -4.7951  0.07
H31 -4.0687 -5.1148 5.5865  0.04
C15 -7.3042 1.7168 2.1769  -0.30
O12 5.9402 -2.6457 -3.4355  0.05
H32 -10.4496 1.0315 2.9787  0.08
O13 3.3753 -8.5991 3.9684  0.24
O14 9.2839 2.9957 -7.2534  0.11
N3 4.1906 -0.8237 7.7671  -0.18
H33 0.3720 -0.1056 2.8043  0.14
C16 -4.1116 7.6021 2.5844  -0.25
O15 0.4669 9.2711 -2.5912  -0.29
H34 -9.9802 2.6486 3.3705  0.08
H35 2.1516 2.2506 0.1511  0.11
C17 -11.8758 -3.2894 -4.6327  -0.05
C18 -9.3025 2.2362 0.6327  -0.03
H36 11.0076 2.5202 -5.4226  0.09
H37 -11.0880 -4.7716 -2.6155  0.09
C19 -10.2732 -4.5362 -3.3002  -0.05
O16 2.2463 -0.5011 8.8352  0.02
C20 -0.7870 -0.8157 -3.5818  -0.21
O17 1.4150 -5.9930 1.0336  0.09
O18 -9.8331 -1.2715 -4.7490  0.02
H38 0.8629 0.5960 -3.0971  0.10
S3 -4.3749 -3.7816 3.5001  0.84
H39 5.7753 0.5674 8.2411  0.08
H40 6.5369 -4.4048 -6.0337  0.08
F4 2.6291 6.9238 1.4739  0.06
S4 -5.1729 8.8148 3.5297  0.86
C21 5.4649 -0.1520 7.4834  -0.08
C22 -3.7620 -5.2377 4.5478  -0.23
H41 -0.3553 -0.5844 0.5001  0.14
C23 -5.5879 7.6401 4.8778  -0.28
H42 7.6944 -4.1386 -1.6762  0.12
H43 10.0047 -5.2419 -1.5613  0.07
H44 -10.1133 1.6192 0.2455  0.08
N4 -8.7098 1.6253 1.9148  -0.17
H45 10.2000 -5.1898 -3.2439  0.07
H46 -9.0780 1.3458 3.9755  0.07
H47 7.4822 1.8694 -8.4729  0.12
H48 -3.2384 7.3618 3.1909  0.05
C24 7.1266 1.3396 -7.5892  -0.25
H49 -12.7242 -2.9185 -4.0576  0.10
H50 -2.5369 -1.2885 -2.4000  0.06
H51 -8.5573 2.0480 -0.1402  0.07
F5 0.8826 7.5233 -4.9485  0.09
H52 9.8318 1.4443 -4.6980  0.08
N5 2.1848 7.6921 -1.1795  -0.31
F6 1.2334 5.6738 -3.7782  0.12
H53 6.2377 -0.8742 7.2199  0.08
H54 5.3827 -3.2606 -5.7131  0.09
C25 8.3010 -4.1794 -2.5809  -0.19
C26 5.8638 2.0387 -7.0364  -0.06
H55 5.1413 -5.0238 -5.1294  0.10
H56 2.9059 -2.3923 7.2268  0.08
O19 3.0830 10.0184 -0.6352  -0.30
C27 3.0366 8.2264 1.3228  -0.66
C28 3.9421 -2.1133 7.0362  -0.02
C29 -0.4737 2.2820 0.5768  -0.07
H57 1.4792 -0.4423 0.4125  0.13
H58 -4.6990 6.7063 2.3831  0.04
H59 -5.9131 6.6300 4.6287  0.06
C30 3.3316 -0.0788 8.5065  -0.36
H60 -1.2824 -2.6022 -2.3009  0.08
C31 0.5279 0.0391 0.6392  -0.07
C32 1.5125 -6.7274 2.0239  -0.39
H61 -0.9029 1.7784 -1.9456  0.14
H62 -0.6201 2.3053 2.6973  0.13
O20 -6.4992 1.9816 1.3178  0.02
H63 0.7729 -0.8234 -2.0511  0.11
H64 -5.0029 7.7242 5.7936  0.05
C33 0.6467 -7.9479 2.3441  -0.41
C34 0.1812 -0.0584 -2.5539  -0.16
C35 -0.5981 1.5447 1.9168  -0.19
H65 2.2003 1.0223 -1.1864  0.09
H66 -6.5504 8.1143 5.0699  0.03
H67 -2.4690 -2.2112 -3.6778  0.07
H68 -1.4460 2.6051 0.2049  0.13
C36 10.3451 1.6799 -5.6302  0.02
H69 -1.4051 0.2698 -1.1316  0.12
O21 2.0659 -7.4331 5.3663  0.26